No. 1
The following is a quantum chemistry calculation of 6 unconnected molecules or ions with the total composition C19H32F5N8O12S in a non-equilibrium geometry, from the Open Molecules 2025 dataset.

The geometry in XYZ format:
```
77
Properties=species:S:1:pos:R:3:forces:R:3
N -0.167 -3.970 -2.631 -5.26 5.21 9.49
H 1.904 2.848 2.179 0.21 1.26 -0.74
N 3.892 -5.038 0.209 1.02 -0.15 0.24
H 2.087 1.621 -2.477 0.06 0.26 2.69
H -0.048 4.240 0.485 1.76 -1.87 0.14
C 2.785 -5.634 -0.586 0.03 -0.03 -0.14
O 2.687 2.871 4.301 0.41 0.21 1.20
H 2.190 4.116 -1.125 -1.63 -1.88 0.41
H 3.457 5.309 -4.831 -0.32 -0.08 0.01
H 2.740 3.668 0.937 -0.84 -0.17 1.07
O -9.547 1.029 2.483 0.37 -0.48 -1.71
O 1.769 -8.690 -1.176 -0.48 0.59 1.79
C 0.725 -1.995 1.262 0.67 3.34 -2.20
H 2.665 -9.199 1.662 -0.23 -0.02 -0.06
O 4.949 -5.677 0.275 -1.56 1.27 0.14
H 2.541 -4.934 -1.388 -0.01 -0.06 0.19
H -3.625 2.139 -2.627 1.51 -2.05 1.10
F -4.318 1.156 1.584 3.53 0.56 -4.10
C 2.009 -1.067 1.691 -2.54 0.95 -3.48
N -9.227 0.723 1.328 -1.21 -0.20 0.24
C -7.805 0.937 0.948 0.20 -0.05 -0.28
H -7.666 0.626 -0.090 -0.16 0.05 0.29
O 2.386 3.211 -4.331 -1.19 1.05 -0.11
C 0.746 3.350 0.519 -0.70 0.32 -1.07
O 3.594 1.031 1.271 -4.52 -1.92 -0.50
O -1.191 -2.412 -0.561 3.53 -1.05 -2.53
H 3.355 1.153 2.258 0.68 -0.22 -1.88
O -9.980 0.257 0.465 0.96 0.68 1.37
O 3.703 3.082 6.244 -1.42 0.39 -1.71
O 0.979 -7.558 0.541 0.48 -1.37 -0.72
F -3.747 -0.880 -0.802 0.24 4.81 -0.04
C 2.379 5.481 -4.854 0.36 0.13 -0.07
N 2.862 3.412 5.400 0.95 -0.71 0.46
H 0.602 3.415 -1.859 1.56 -0.36 2.12
F -5.229 0.964 -1.107 4.20 -0.98 0.85
N 1.534 -8.537 0.029 -0.20 0.28 -0.86
H -7.190 0.331 1.617 -0.13 0.22 -0.03
H 3.120 -6.589 -0.997 0.00 0.33 0.13
H -1.114 2.233 -2.973 -0.78 -1.59 1.95
H 0.127 2.372 0.810 1.40 2.04 -0.67
H 0.373 0.428 -3.156 -1.89 -0.68 1.70
O 0.445 4.231 -4.538 1.78 -0.36 0.16
N 1.863 3.641 1.502 -0.71 -1.30 -1.04
C -1.409 1.486 -2.091 0.44 0.48 -1.02
H 2.061 5.801 -5.849 -0.07 -0.01 0.25
H 2.627 5.431 5.901 -0.08 -0.23 0.10
H -1.278 -3.258 2.366 1.86 0.11 -0.54
H 1.297 4.741 4.911 0.26 -0.14 0.14
N 1.667 0.634 -0.530 -0.29 -3.28 3.02
H 1.062 -9.998 1.453 0.17 0.19 -0.01
C 1.395 3.242 -0.984 -0.60 0.24 -0.70
C -0.062 -1.558 -0.140 3.93 2.23 1.73
O 3.669 -3.946 0.744 0.40 -1.14 -0.46
C 0.456 -0.215 -0.969 -0.75 -2.52 1.61
H 1.938 -5.779 0.086 0.24 0.24 -0.26
H 1.435 4.302 6.647 0.24 0.07 -0.09
C 1.957 -9.626 0.949 0.16 -0.33 0.00
H -1.056 -0.787 -2.714 1.46 1.88 1.17
C -3.010 1.181 -2.270 -0.18 -0.17 0.14
F -3.095 2.818 0.368 -0.82 -5.21 0.01
C 2.167 1.832 -1.307 1.07 1.53 -1.53
H -1.117 2.033 -1.099 -0.82 -1.18 -1.85
C 1.984 4.563 5.740 -0.32 0.21 -0.17
H -3.146 0.383 -3.118 0.12 1.37 1.80
H 3.328 2.041 -1.121 -2.64 -1.14 -0.03
C -3.768 0.624 -0.927 -2.23 -0.88 -1.21
C 2.428 0.250 0.755 -1.25 -2.42 1.34
H 2.619 -1.290 2.665 -1.25 0.50 -2.22
C -0.732 -3.380 -1.599 4.08 -1.75 -6.10
H 2.087 6.206 -4.092 -0.09 -0.11 -0.21
S 0.132 -3.495 2.278 -0.21 2.22 -1.13
C -3.312 1.339 0.477 0.52 1.24 3.93
N 1.681 4.203 -4.549 -0.51 -0.67 0.10
H 2.429 -10.419 0.366 -0.15 0.30 0.05
C -0.442 0.151 -2.331 1.43 0.58 0.34
F -2.018 0.790 1.028 -4.22 1.66 -2.09
H -7.589 2.001 1.064 -0.02 -0.22 0.12
```
Positions in Å, forces in eV/Å.

Computed properties:
- LUMO: -4.77 eV
- 2S+1: 1
- Kohn-Sham gap: 0.273 Eh
- Net charge: +1
- E_HOMO: -12.210 eV

These are the Mulliken partial charges, in e, on atoms 1 to 6: number 1, N, carries -0.43; number 2, H, carries 0.17; number 3, N, carries 0.90; number 4, H, carries 0.25; number 5, H, carries 0.29; number 6, C, carries -0.51

---

No. 2
The following is a quantum chemistry calculation of a molecular structure, C28H29N3SiW in a non-equilibrium geometry, from the Open Molecules 2025 dataset.

The geometry in XYZ format:
```
62
Properties=species:S:1:pos:R:3:forces:R:3
C -1.147 2.422 -4.066 -0.17 0.25 0.19
N 0.605 -1.278 1.799 1.68 -0.95 -1.18
H -2.235 -1.435 -2.286 0.83 0.17 0.11
H -2.155 2.794 0.513 0.55 -0.07 0.20
H 2.202 2.486 1.059 -0.31 -0.05 0.11
H 0.794 -1.559 -0.467 -1.23 0.28 -0.92
C 2.025 -0.249 -2.115 0.55 -0.20 -0.03
C 1.312 -1.706 4.137 -0.29 0.03 0.27
C -0.729 0.960 -2.147 -0.62 0.03 -0.46
H 0.233 2.712 -0.765 -0.01 -0.22 0.39
C 4.013 1.046 -2.548 0.21 -0.08 0.00
C -0.902 2.604 2.372 -0.17 0.23 0.21
Si 0.348 -0.429 -1.462 1.53 3.27 2.80
C -1.179 2.623 0.976 -0.66 1.06 -0.91
H 0.759 1.566 -3.616 -0.18 -0.12 0.03
H 4.543 1.998 -2.535 -0.10 -0.25 0.04
W -0.249 0.749 1.396 -1.06 -0.75 0.12
C 0.149 -0.287 5.698 0.03 0.32 -0.01
C -0.293 0.514 4.657 -0.13 -0.38 -0.94
C -1.314 -1.840 -2.730 1.07 -0.90 -0.31
N -1.500 -0.917 1.159 -1.97 -0.22 0.10
H -3.942 2.168 -2.127 0.45 -0.06 -0.13
H 5.620 -0.006 -3.546 -0.34 -0.08 0.28
H -4.156 -2.879 0.558 0.27 0.13 0.03
H -0.257 -1.656 -2.109 -2.91 -2.39 -2.10
H 1.965 -2.533 3.840 -0.31 0.24 0.33
H -1.167 -1.516 -3.785 0.03 -0.05 0.96
H -0.809 2.857 -5.014 -0.03 -0.12 0.54
H 1.409 -1.934 6.296 -0.04 0.02 -0.14
C -2.908 2.017 -2.461 -0.04 0.17 -0.10
H -3.527 -0.436 0.849 0.25 -0.29 -0.12
H 0.002 -3.904 1.380 -0.64 0.06 -0.08
C 1.004 -1.370 5.462 0.04 0.23 -0.54
N -0.029 0.156 3.366 0.51 -1.16 2.28
H -2.442 0.669 -0.866 0.02 0.14 -0.11
C 4.631 -0.089 -3.086 -0.22 0.09 -0.05
C -2.148 -3.587 0.869 0.78 0.28 0.25
H -0.900 1.419 4.790 0.37 -0.54 0.08
C -0.842 -3.218 1.230 -0.28 -0.57 0.06
C -0.270 1.666 -3.279 -0.15 -0.47 -0.29
C -3.124 -2.595 0.761 -0.50 0.24 -0.12
C 0.086 2.557 0.300 0.76 1.58 -0.95
H 1.419 -1.801 1.458 -0.28 0.36 -0.03
C -2.052 1.199 -1.732 -0.10 -0.32 -0.41
H 2.205 -2.374 -2.419 -0.07 -0.14 -0.27
C 2.681 -1.410 -2.540 0.61 0.54 -0.03
C 0.686 -0.954 3.157 -0.17 -0.38 2.03
H 2.275 1.821 -1.546 -0.03 0.01 -0.33
H -1.649 2.704 3.157 0.20 -0.12 -0.25
H -1.324 -2.945 -2.668 0.07 0.50 -0.07
H -2.377 -4.629 0.718 -0.18 -0.07 -0.05
C 0.522 2.559 2.552 0.81 1.08 -0.75
H -3.162 3.221 -4.251 0.42 -0.37 0.31
C -2.803 -1.249 0.902 0.74 -0.54 0.23
H -0.172 -0.022 6.699 0.21 -0.08 -0.02
C 2.724 0.959 -2.035 0.25 -0.03 -0.34
C -2.467 2.613 -3.653 -0.09 -0.01 0.08
H 4.485 -2.218 -3.401 -0.12 0.23 0.10
H 1.055 2.667 3.494 -0.13 -0.47 -0.25
C 3.978 -1.324 -3.038 0.13 -0.05 -0.14
C 1.135 2.507 1.271 -0.07 1.37 0.53
C -0.633 -1.885 1.417 0.23 -0.37 -0.29
```
Positions in Å, forces in eV/Å.

Computed properties:
- LUMO (alpha / beta): -6.10 / -7.11 eV
- 2S+1: 3
- Kohn-Sham gap (alpha / beta): 0.234 / 0.207 Eh
- Energy relative to the best compared isomer or geometry (same formula, charge and spin): 0.000 eV
- Net charge: +2
- E_HOMO (alpha / beta): -12.453 / -12.737 eV

These are the Mulliken partial charges, in e, on atoms 1 to 6: number 1, C, carries -0.72; number 2, N, carries 0.09; number 3, H, carries 0.35; number 4, H, carries 0.54; number 5, H, carries 0.49; number 6, H, carries -0.41

---

No. 3
The following is a quantum chemistry calculation of a molecular structure, C15H12N3OSSe2Sn in a non-equilibrium geometry, from the Open Molecules 2025 dataset.

The geometry in XYZ format:
```
35
Properties=species:S:1:pos:R:3:forces:R:3
C 0.915 -4.126 -2.567 -1.06 0.50 0.65
C -1.122 2.098 -2.117 0.22 -0.10 0.05
H 2.315 -0.280 2.439 0.02 -0.01 -0.02
H -1.689 0.457 5.131 -0.01 0.03 -0.03
C 2.223 -4.000 -2.979 0.19 0.48 0.13
C -0.791 0.269 4.559 0.32 -0.07 0.04
C -2.752 3.836 -2.356 -0.04 0.05 0.02
Se -2.461 3.051 1.586 0.11 0.42 0.20
C 0.368 -0.195 5.180 -0.03 0.00 0.03
N -1.170 2.109 -0.789 0.09 -0.40 -0.24
C 0.310 -3.113 -1.806 0.11 -1.60 -0.87
C -2.825 3.871 -0.962 0.09 0.04 -0.35
H -0.424 1.404 -2.573 0.01 -0.02 -0.03
H 3.951 -2.705 -2.923 0.02 -0.07 -0.02
C -2.041 2.968 -0.244 -0.11 0.03 0.47
C 1.431 -0.140 3.055 0.18 0.03 -0.13
C 2.317 -1.834 -1.857 -2.11 -2.75 -0.63
H 2.425 -0.745 4.852 0.01 0.00 -0.03
Sn 0.933 0.683 0.084 -0.12 -0.18 0.06
H -3.353 4.508 -2.955 -0.01 0.01 0.00
C -0.754 0.484 3.195 -0.57 0.40 0.12
C 2.922 -2.854 -2.626 -0.21 0.70 0.50
N 0.320 0.286 2.434 0.42 -0.15 -0.33
Se -2.488 0.918 2.462 -0.06 -0.60 -0.36
O 0.303 -1.114 -0.746 -0.12 0.58 0.39
H 2.697 -4.775 -3.567 0.04 0.04 0.01
S 3.152 -0.467 -1.418 0.76 2.02 0.76
H -3.491 4.564 -0.462 0.02 0.00 0.04
H 0.324 -4.998 -2.814 0.01 0.05 0.03
N 0.983 -2.023 -1.472 1.92 0.56 -0.47
H 0.380 -0.376 6.248 0.00 0.00 0.00
C -1.897 2.929 -2.938 -0.07 0.08 -0.01
H -1.801 2.861 -4.013 0.03 -0.04 0.00
H -0.710 -3.155 -1.454 0.04 -0.02 -0.02
C 1.500 -0.397 4.413 -0.07 -0.01 0.04
```
Positions in Å, forces in eV/Å.

Computed properties:
- LUMO (alpha / beta): -13.27 / -12.79 eV
- 2S+1: 1
- Kohn-Sham gap (alpha / beta): 0.170 / 0.181 Eh
- Net charge: +3
- E_HOMO (alpha / beta): -17.892 / -17.727 eV

These are the Mulliken partial charges, in e, on atoms 1 to 6: number 1, C, carries -0.70; number 2, C, carries 0.08; number 3, H, carries 0.48; number 4, H, carries 0.43; number 5, C, carries -0.21; number 6, C, carries -0.55

---

No. 4
The following is a quantum chemistry calculation of a single C20H27N3O5 molecule, from the Open Molecules 2025 dataset.

The geometry in XYZ format:
```
55
Properties=species:S:1:pos:R:3:forces:R:3
H -6.188 1.496 1.774 0.07 0.07 -0.09
H 2.608 2.553 -1.364 0.13 -0.02 -0.07
C -4.775 0.891 -0.445 0.24 -0.12 0.00
N 2.130 -0.245 1.216 -0.08 0.06 0.08
H -5.487 2.981 1.073 -0.02 -0.13 0.00
O 0.849 -1.809 -0.762 0.15 -0.16 -0.02
C 3.300 1.749 -1.616 -0.21 0.14 -0.26
H 4.467 -1.593 3.318 -0.16 0.02 0.03
O 4.145 -2.531 1.574 0.15 0.12 0.04
C 4.184 -0.333 -0.852 -0.03 -0.39 -0.34
H 4.313 2.147 -1.728 -0.06 0.00 -0.03
C 2.861 1.063 -2.912 -0.06 0.29 0.20
C 3.234 -0.295 2.152 0.32 -0.39 0.15
C -3.416 -0.394 -1.975 -0.04 0.05 0.09
H 0.881 -1.513 2.256 -0.01 0.11 0.04
H 2.960 0.262 3.064 0.08 0.01 -0.04
H 1.826 0.711 -2.790 0.05 0.05 -0.03
H -7.864 3.339 1.731 -0.05 0.06 0.09
C -4.589 0.255 -1.685 0.02 0.07 0.17
H 2.716 -1.384 -2.025 0.13 0.02 -0.03
O 1.150 1.316 -0.117 -0.09 0.26 -0.11
C 2.137 0.652 0.163 0.31 0.12 0.18
H 4.408 -1.753 -2.480 -0.02 -0.02 0.07
O -5.978 1.500 -0.282 -0.13 -0.01 -0.16
C -0.138 -1.167 -0.427 -0.42 -0.09 -0.22
C -0.305 -0.467 0.843 -0.48 0.07 0.42
C -2.558 0.199 0.212 -0.12 -0.24 -0.63
H 4.094 0.201 1.703 -0.05 0.00 0.08
H -5.395 0.296 -2.400 -0.09 -0.01 -0.10
C 3.721 -0.964 -2.171 0.11 -0.10 0.28
H 3.722 -3.941 0.209 -0.06 -0.09 -0.02
H 2.916 1.751 -3.757 -0.06 0.01 0.07
C 0.833 -0.507 1.822 0.03 -0.04 -0.18
H 4.173 -1.089 -0.074 0.06 0.04 0.03
N -1.206 -1.078 -1.281 0.20 -0.16 -0.30
H 2.813 -2.207 3.112 0.05 -0.01 0.02
H 5.201 0.057 -0.966 -0.03 -0.09 0.05
N 3.318 0.789 -0.522 0.02 0.15 -0.06
H -3.282 -0.878 -2.931 0.00 -0.05 -0.12
H -7.670 3.482 -0.023 -0.03 0.09 -0.06
C -2.386 -0.431 -1.031 -0.43 0.43 0.53
H -3.866 1.335 1.454 -0.05 0.07 0.10
C -7.627 2.798 0.820 0.39 -0.22 -0.08
C 3.647 -1.710 2.600 -0.03 0.30 0.03
C -3.762 0.857 0.493 -0.26 0.08 -0.11
H 2.419 -2.747 0.409 0.04 -0.03 0.05
O 3.709 -0.019 -3.223 0.15 -0.01 -0.15
H -8.363 2.014 0.667 -0.10 -0.05 0.01
H -1.585 0.672 2.076 0.05 0.07 0.11
H 0.633 0.211 2.633 -0.01 -0.11 -0.06
C -1.469 0.157 1.132 0.53 -0.40 -0.04
H -1.085 -1.528 -2.181 0.10 0.02 0.22
C 3.175 -3.338 0.931 -0.08 -0.01 -0.07
C -6.237 2.191 0.924 -0.15 0.18 0.25
H 2.686 -4.001 1.656 0.01 -0.02 -0.01
```
Positions in Å, forces in eV/Å.

Computed properties:
- LUMO: 0.43 eV
- 2S+1: 1
- Kohn-Sham gap: 0.305 Eh
- Energy relative to the best compared isomer or geometry (same formula, charge and spin): 3.168 eV
- SMILES: CCOc1ccc2[nH]c(=O)c(CN(CCOC)C(=O)N3CCOCC3)cc2c1
- E_HOMO: -7.869 eV

These are the Mulliken partial charges, in e, on atoms 1 to 6: number 1, H, carries 0.35; number 2, H, carries 0.48; number 3, C, carries 0.37; number 4, N, carries 0.60; number 5, H, carries 0.36; number 6, O, carries -0.82